No. 1
Here is C2H6CrO3 as an isolated structure in a non-equilibrium geometry from the OMol25 dataset. Energies are from wB97M-V/def2-TZVPD.

```
12
Properties=species:S:1:pos:R:3
O -1.0952 0.8988 -0.3041
Cr 0.5249 0.2418 -0.6525
O 1.8704 0.3007 0.6664
C -2.3930 0.4660 -0.0744
C -2.4803 -1.0070 0.3039
H -2.8547 1.0663 0.7354
H -3.0183 0.6376 -0.9742
H -1.9215 -1.1973 1.2331
H -3.5249 -1.3163 0.4591
H -2.0500 -1.6352 -0.4923
O 2.2852 -0.7185 -0.3789
H 2.3263 -1.5464 0.1156
```

## Properties
Calculated total energy in eV: -36731.6859
2S+1: 5
Gap between HOMO and LUMO (spin up / spin down) in eV: 8.42 / 9.39
Expectation value of S²: 6.019
HOMO level (spin up / spin down) in eV: -8.413 / -9.888


No. 2
Here is a 2-piece molecular cluster, C32H38N3 overall in a non-equilibrium geometry from the OMol25 dataset. Energies are from wB97M-V/def2-TZVPD.

```
73
Properties=species:S:1:pos:R:3
C -6.4282 0.0155 -0.1533
C -5.0665 -0.1042 0.4568
C -4.1122 -0.9663 -0.0879
C -2.8336 -1.0917 0.4670
C -1.8710 -2.0112 -0.1981
C -2.5632 -0.3857 1.6543
N -1.3234 -0.5661 2.3033
C -0.1462 -0.5918 1.6172
N 0.8135 -0.7837 2.5681
C 2.1766 -0.8621 2.2248
C 2.6637 0.0588 1.2855
C 1.7333 1.0557 0.6930
C 4.0351 0.0365 0.9952
C 4.8664 -0.9473 1.5492
C 6.3269 -1.0001 1.2154
C 4.3291 -1.9038 2.4166
C 2.9737 -1.8799 2.7600
C 2.3917 -2.9500 3.6189
C 0.2275 -0.8874 3.8448
C -1.0844 -0.7159 3.6877
C -3.4833 0.5288 2.1893
C -3.1323 1.3955 3.3517
C -4.7397 0.6429 1.5920
H -7.0025 0.7817 0.3780
H -6.3750 0.2969 -1.2113
H -6.9824 -0.9298 -0.0912
H -4.3582 -1.5441 -0.9800
H -0.8540 -1.9476 0.2254
H -2.2228 -3.0521 -0.1266
H -1.8045 -1.7507 -1.2633
H 2.1719 1.5127 -0.1938
H 0.7711 0.5498 0.3889
H 1.4778 1.8533 1.4111
H 4.4604 0.7832 0.3210
H 6.7781 -1.8668 1.7082
H 6.4840 -1.0987 0.1344
H 6.8697 -0.1065 1.5482
H 4.9774 -2.6727 2.8475
H 3.1605 -3.7148 3.7774
H 2.0985 -2.5670 4.6038
H 1.5138 -3.4381 3.1699
H 0.8227 -1.0476 4.7232
H -1.8854 -0.7073 4.3988
H -3.9395 2.1242 3.4904
H -3.0617 0.8181 4.2812
H -2.1908 1.9503 3.2201
H -5.4808 1.3145 2.0333
C 4.7041 0.8457 -3.2610
N 3.3355 1.3637 -3.2071
C 3.1085 2.7374 -3.6411
C 2.3331 0.5986 -2.7939
C 0.9765 0.9949 -2.7773
C -0.0573 0.0787 -2.7679
C -1.4548 0.4422 -2.7501
C -2.4312 -0.4251 -3.3055
C -3.7609 -0.0355 -3.4061
C -4.1696 1.2022 -2.8950
C -3.2363 2.0452 -2.2847
C -1.8981 1.6738 -2.2128
H 5.3355 1.6140 -3.7165
H 5.0834 0.5995 -2.2545
H 4.7453 -0.0659 -3.8764
H 4.0654 3.1252 -4.0003
H 2.3792 2.7816 -4.4627
H 2.7417 3.3740 -2.8195
H 2.5979 -0.4298 -2.5225
H 0.7386 2.0627 -2.8265
H 0.1903 -0.9819 -2.8789
H -2.0989 -1.3833 -3.7087
H -4.4803 -0.6934 -3.8943
H -5.2104 1.5116 -2.9771
H -3.5519 3.0040 -1.8684
H -1.1671 2.3325 -1.7372
```

## Properties
Calculated total energy in eV: -38263.4162
Charge: +1
Gap between HOMO and LUMO in eV: 5.77
Energy relative to the best compared isomer or geometry (same formula, charge and spin) in kJ/mol: 14.6
HOMO level in eV: -10.219


No. 3
Here is one molecule with the formula C3H3NO in a non-equilibrium geometry from the OMol25 dataset. Energies are from wB97M-V/def2-TZVPD.

```
8
Properties=species:S:1:pos:R:3
C 0.7754 0.2438 -1.1450
C -0.3080 -0.4545 1.0870
C -0.0870 0.6626 -0.1465
N -0.7504 -1.4579 0.6192
O -0.5119 -0.2151 -1.2719
H 1.5838 -0.4337 -1.2835
H -0.1278 -0.0635 2.1294
H -0.5741 1.7184 0.0113
```

## Properties
Calculated total energy in eV: -6690.9322
Gap between HOMO and LUMO (spin up / spin down) in eV: 9.37 / 8.11
Energy relative to the best compared isomer or geometry (same formula, charge and spin) in kJ/mol: 536.4
HOMO level (spin up / spin down) in eV: -9.380 / -8.590


No. 4
Here is C28H20BF2N6ORh as an isolated structure in a non-equilibrium geometry from the OMol25 dataset. Energies are from wB97M-V/def2-TZVPD.

```
59
Properties=species:S:1:pos:R:3
Rh 0.3177 0.1862 0.3761
C -1.9132 0.2476 3.0314
C -2.5313 -0.0995 1.7162
C -3.8943 -0.3287 1.6557
C -4.5034 -0.6476 0.4419
C -3.7208 -0.7232 -0.6831
C -2.3483 -0.4945 -0.5856
N -1.7486 -0.1804 0.6183
C -1.4842 -0.5923 -1.7460
C -1.8650 -0.9170 -3.0540
C -0.8848 -0.9393 -4.0362
C 0.4369 -0.6528 -3.7370
C 0.7816 -0.3525 -2.4141
N -0.1851 -0.3449 -1.4788
C 2.0949 -0.0264 -1.9043
C 3.2104 0.0253 -2.7400
C 4.4478 0.2965 -2.2157
C 4.5507 0.5238 -0.8444
C 3.4243 0.4795 -0.0470
C 3.5513 0.7447 1.4185
N 2.2010 0.2114 -0.5539
H -2.6815 0.3303 3.7978
H -1.3766 1.1937 2.9701
H -1.2222 -0.5345 3.3499
H -4.4733 -0.2709 2.5660
H -5.5667 -0.8349 0.3893
H -4.1498 -0.9728 -1.6412
H -2.8895 -1.1477 -3.3007
H -1.1569 -1.2001 -5.0499
H 1.1881 -0.6852 -4.5106
H 3.0840 -0.1624 -3.7952
H 5.3238 0.3303 -2.8483
H 5.5084 0.7252 -0.3874
H 4.5791 1.0013 1.6664
H 3.2883 -0.1447 1.9947
H 2.9028 1.5668 1.7218
F 1.0969 0.7820 3.3294
B 0.9225 -0.1026 2.3420
F 1.0834 -1.3666 2.7474
O 0.4740 -2.5308 0.2284
N -0.5985 -3.0337 -0.0544
C -0.9652 -3.6363 -1.1907
C -0.0914 -3.6909 -2.2941
N 0.6358 -3.7327 -3.1867
C -2.2939 -4.0875 -1.3007
N -3.3823 -4.4555 -1.3874
C 0.2791 1.9993 0.7983
C 0.2536 3.2019 1.0867
C 0.2221 4.5723 1.4231
C -0.9301 5.1366 1.9939
C -0.9552 6.4765 2.3288
C 0.1601 7.2727 2.0975
C 1.3061 6.7274 1.5304
C 1.3425 5.3877 1.1956
H -1.7910 4.5043 2.1643
H -1.8439 6.9065 2.7708
H 0.1361 8.3221 2.3600
H 2.1706 7.3528 1.3519
H 2.2273 4.9476 0.7556
```

## Properties
Calculated total energy in eV: -49464.5013
2S+1: 5
Gap between HOMO and LUMO (spin up / spin down) in eV: 4.32 / 5.01
Expectation value of S²: 6.066
Energy relative to the best compared isomer or geometry (same formula, charge and spin) in kJ/mol: 200.6
HOMO level (spin up / spin down) in eV: -5.148 / -7.732


No. 5
Here is one molecule with the formula C16H15NO4 in a non-equilibrium geometry from the OMol25 dataset. Energies are from wB97M-V/def2-TZVPD.

```
36
Properties=species:S:1:pos:R:3
O -0.2803 0.3853 -2.1942
O 2.6022 -4.3365 1.2352
O 1.4690 -3.7911 3.1372
O 3.4118 -1.5091 2.8427
C -0.5430 0.8806 -1.0877
C 2.1908 -3.4677 2.0028
C -0.6231 -0.0236 1.3580
C 0.2426 -0.9051 2.1794
C 0.0589 0.1405 0.1011
C 1.3064 -1.2077 1.4508
C -3.9400 3.3360 -0.4281
C -2.7293 3.6262 0.1759
C -4.0596 2.3209 -1.3415
C -1.5708 2.8409 0.0199
C -2.8742 1.4758 -1.5394
C -1.7002 1.6879 -0.7965
N 1.2924 -0.6008 0.2983
C 4.5250 -2.3186 3.2907
C 2.5620 -2.0261 1.6790
C 2.5413 -0.7089 -0.4879
C 3.3121 -1.7338 0.3322
H 1.3025 -4.7346 2.9739
H -1.4938 0.6029 1.6268
H 0.0072 -1.1364 3.2079
H -4.7669 4.0374 -0.1899
H -2.6273 4.5387 0.7574
H -4.9981 1.9938 -1.8084
H -0.6192 2.8978 0.5227
H -2.7670 0.7465 -2.3914
H 5.3094 -1.6959 3.8028
H 4.1373 -3.0274 4.0431
H 4.8946 -2.9220 2.5543
H 2.4246 -1.0610 -1.5236
H 3.0429 0.2250 -0.5449
H 4.2884 -1.3511 0.5799
H 3.4784 -2.5843 -0.4107
```

## Properties
Calculated total energy in eV: -26512.9063
Gap between HOMO and LUMO in eV: 8.67
Energy relative to the best compared isomer or geometry (same formula, charge and spin) in kJ/mol: 339.5
HOMO level in eV: -8.621


No. 6
Here is C40H36ClN2O3RhSi as an isolated structure in a non-equilibrium geometry from the OMol25 dataset. Energies are from wB97M-V/def2-TZVPD.

```
84
Properties=species:S:1:pos:R:3
Rh 0.0020 1.5387 0.6732
Cl -5.9364 4.2556 3.9366
C -4.5139 3.4093 3.4509
C -4.3310 2.0875 3.8731
C -3.2125 1.4009 3.4615
C -2.2313 1.9923 2.6301
O -1.2231 1.2924 2.2578
C -2.4230 3.3721 2.2280
C -1.4872 4.0306 1.3979
O -0.3719 3.5920 0.9817
C -3.5809 4.0437 2.6643
H -5.0635 1.6188 4.5114
H -3.0489 0.3809 3.7768
H -1.7684 5.0338 1.0528
H -3.7242 5.0736 2.3771
C 3.4690 4.2689 -0.7641
C 3.6926 3.2743 -1.9052
C 2.3999 2.9620 -2.6182
C 2.2867 3.4095 -3.9232
C 1.0829 3.3754 -4.6021
C -0.0521 2.9665 -3.9287
C 0.0093 2.4768 -2.6317
C -1.2981 2.1163 -1.9745
C -2.1188 1.0771 -2.7344
C 1.2643 2.3923 -1.9792
N 1.3930 1.8012 -0.7341
C 2.4681 1.0878 -0.4209
C 2.7370 0.7524 0.9087
C 3.8797 0.2143 1.5494
C 3.5746 0.1401 2.8897
C 2.2506 0.6059 3.0320
N 1.7750 0.9892 1.8633
H 4.4303 4.5736 -0.3538
H 2.8737 3.8339 0.0354
H 2.9466 5.1489 -1.1332
H 4.2109 2.4010 -1.5143
H 4.3659 3.7338 -2.6309
H 3.1624 3.7960 -4.4238
H 1.0309 3.7061 -5.6273
H -1.0078 3.0340 -4.4267
H -1.8891 3.0352 -1.8625
H -1.1245 1.6999 -0.9493
H -2.3594 1.4189 -3.7407
H -3.0532 0.8983 -2.2031
H -1.5749 0.1373 -2.8005
H 3.1150 0.7130 -1.2053
H 4.8074 -0.0332 1.0761
H 4.2024 -0.2052 3.6881
H 1.6561 0.6526 3.9257
O -0.1115 -0.5010 -0.1474
Si -0.1258 -2.0413 0.0909
C -1.6576 -2.6398 1.0835
C -2.4997 -1.6641 1.5816
C -3.6772 -2.0212 2.2155
C -4.0102 -3.3577 2.3473
C -3.1697 -4.3351 1.8425
C -1.9952 -3.9765 1.2040
C 1.4476 -2.7746 0.8551
C 1.5003 -3.4184 2.0844
C 2.6672 -4.0188 2.5239
C 3.8066 -3.9853 1.7406
C 3.7819 -3.3138 0.5302
C 2.6149 -2.7106 0.1010
C -0.5203 -2.9895 -1.5329
C 0.3164 -3.9924 -1.9976
C 0.0658 -4.6119 -3.2102
C -1.0441 -4.2523 -3.9535
C -1.9344 -3.3170 -3.4541
C -1.6706 -2.6908 -2.2490
H -2.2242 -0.6267 1.4705
H -4.3319 -1.2521 2.5990
H -4.9322 -3.6375 2.8342
H -3.4291 -5.3787 1.9394
H -1.3495 -4.7382 0.7919
H 0.6182 -3.4579 2.7065
H 2.6888 -4.5165 3.4830
H 4.7039 -4.4952 2.0624
H 4.6738 -3.2653 -0.0802
H 2.6006 -2.1900 -0.8462
H 1.1744 -4.2870 -1.4113
H 0.7458 -5.3679 -3.5757
H -1.2140 -4.7032 -4.9202
H -2.8332 -3.0825 -4.0060
H -2.3681 -1.9660 -1.8571
```

## Properties
Calculated total energy in eV: -74595.7086
Gap between HOMO and LUMO in eV: 5.94
HOMO level in eV: -7.861